No. 1
DFT (wB97M-V/def2-TZVPD) results for a molecular structure, C52H50GeI2N6O6SV in a non-equilibrium geometry.

Last column: Mulliken spin population.
Geometry (Å):
1 V -1.605 -0.216 1.644  2.0837
2 O -4.876 4.164 5.722  0.0004
3 C -3.724 3.855 6.025  0.0006
4 O -2.927 4.355 6.870  0.0011
5 C -3.129 2.635 5.278  0.0072
6 C -1.754 2.513 5.038  0.0097
7 C -1.287 1.777 4.008  0.0308
8 N -2.105 1.100 3.199  0.0210
9 C -3.423 1.088 3.479  0.0260
10 C -3.981 1.770 4.512  0.0054
11 C -4.158 0.121 2.559  -0.0209
12 O -5.223 -0.402 2.886  -0.0031
13 O -3.511 -0.238 1.480  -0.0210
14 H -1.106 3.205 5.524  0.0002
15 H -0.205 1.695 3.745  -0.0012
16 H -5.015 1.789 4.739  0.0006
17 C -5.663 -3.029 -0.937  -0.0007
18 C -4.684 -3.896 -1.650  -0.0009
19 C -4.920 -5.241 -1.847  -0.0001
20 C -4.126 -6.030 -2.624  0.0000
21 C -2.940 -5.545 -3.122  -0.0002
22 C -2.601 -4.222 -2.867  0.0013
23 C -3.417 -3.395 -2.126  0.0011
24 N -3.061 -2.130 -1.643  0.0062
25 C -2.399 -2.033 -0.427  0.0011
26 N -2.455 -3.051 0.511  0.0040
27 C -1.541 -3.224 1.599  0.0013
28 C -1.005 -2.080 2.270  -0.1190
29 C -0.237 -2.278 3.420  -0.0084
30 C 0.090 -3.554 3.856  0.0005
31 C -0.394 -4.657 3.176  0.0113
32 C -1.238 -4.480 2.067  -0.0102
33 C -1.941 -5.637 1.447  -0.0002
34 N -1.612 -1.029 -0.238  -0.0098
35 C -1.351 -0.075 -1.291  -0.0859
36 C -1.942 1.099 -1.246  0.0175
37 C -1.661 2.285 -2.001  0.0125
38 C -0.776 2.476 -2.973  0.0000
39 C 0.193 1.422 -3.381  -0.0016
40 C -0.142 -0.389 -2.168  -0.0040
41 C 0.321 -1.766 -1.789  0.0045
42 H -6.670 -3.520 -0.963  0.0000
43 H -5.787 -2.035 -1.353  -0.0001
44 H -5.411 -2.825 0.122  0.0003
45 H -5.813 -5.722 -1.473  0.0000
46 H -4.496 -7.097 -2.741  0.0000
47 H -2.204 -6.092 -3.681  -0.0001
48 H -1.583 -3.883 -3.100  0.0000
49 H -2.915 -1.366 -2.219  -0.0018
50 H -2.993 -3.850 0.322  -0.0068
51 H 0.135 -1.502 4.054  0.0062
52 H 0.825 -3.630 4.653  -0.0018
53 H -0.166 -5.652 3.590  0.0008
54 H -1.422 -6.557 1.685  -0.0005
55 H -1.859 -5.623 0.368  0.0000
56 H -3.008 -5.647 1.716  -0.0002
57 H -2.802 1.215 -0.583  0.0090
58 H -2.344 3.136 -1.798  0.0010
59 H -0.813 3.418 -3.554  -0.0002
60 H 0.801 1.768 -4.228  -0.0003
61 H 1.200 -2.112 -2.380  0.0002
62 H -0.431 -2.447 -2.098  -0.0020
63 H 0.493 -1.882 -0.724  0.0075
64 I 5.111 -3.245 2.680  0.4934
65 I 7.690 -2.783 4.736  0.5046
66 C -0.632 4.910 2.031  0.0000
67 N -1.691 4.414 1.147  0.0002
68 C -3.025 4.283 1.431  -0.0003
69 N -3.494 4.775 2.629  0.0001
70 S -4.083 3.612 0.381  0.0000
71 H 0.096 5.406 1.432  -0.0001
72 H -0.104 4.100 2.530  -0.0003
73 H -0.964 5.664 2.777  0.0001
74 H -1.402 3.973 0.308  0.0008
75 H -2.954 4.706 3.479  0.0001
76 H -4.499 4.604 2.613  0.0000
77 O 0.522 2.698 0.584  0.0165
78 C 0.862 1.659 1.150  0.0237
79 O 0.083 0.645 1.375  -0.0198
80 C 2.289 1.407 1.570  -0.0012
81 C 3.055 0.255 0.808  0.0045
82 Ge 3.651 0.780 -1.078  -0.0028
83 C 2.287 0.265 -2.366  0.0014
84 C 2.656 -0.389 -3.465  0.0000
85 C 1.779 -0.845 -4.604  0.0005
86 C 0.457 -0.822 -4.582  -0.0005
87 C -0.398 -0.048 -3.625  0.0009
88 C 0.870 0.762 -2.175  0.0004
89 C 5.333 -0.049 -1.544  -0.0097
90 C 6.053 -0.926 -0.672  0.0111
91 C 7.366 -1.321 -0.892  0.0017
92 C 7.971 -0.910 -2.075  -0.0010
93 C 7.249 -0.187 -3.017  -0.0006
94 C 5.968 0.254 -2.768  0.0003
95 C 3.873 2.747 -1.322  0.0000
96 C 2.804 3.562 -1.763  -0.0007
97 C 2.966 4.921 -1.974  0.0002
98 C 4.114 5.547 -1.534  -0.0002
99 C 5.211 4.762 -1.107  0.0001
100 C 5.054 3.389 -0.999  0.0002
101 H 2.249 0.950 2.558  -0.0002
102 H 2.835 2.304 1.636  0.0004
103 H 2.423 -0.675 0.667  -0.0007
104 H 3.967 0.003 1.389  -0.0003
105 H 3.689 -0.740 -3.692  0.0000
106 H 2.272 -1.415 -5.385  0.0000
107 H -0.126 -1.320 -5.440  0.0001
108 H -1.407 -0.092 -3.948  0.0006
109 H 0.748 1.369 -1.251  0.0024
110 H 5.613 -1.302 0.253  0.0014
111 H 7.954 -1.890 -0.146  0.0003
112 H 9.024 -1.055 -2.213  -0.0001
113 H 7.803 0.036 -3.957  0.0000
114 H 5.588 0.950 -3.462  0.0000
115 H 1.756 3.256 -1.938  0.0001
116 H 2.128 5.447 -2.408  0.0000
117 H 4.086 6.604 -1.604  0.0000
118 H 6.120 5.289 -0.834  0.0000
119 H 5.945 2.858 -0.668  0.0001

Output
2S+1 = 4
Orbital gap (alpha / beta) = 6.332 / 6.434 eV
⟨S²⟩ = 3.77
Energy = -185206.1758 eV
Net charge = -2
Energy above the lowest of the compared OMol25 structures with the same formula, charge and spin = 3.047 eV
LUMO energy (alpha / beta) = 3.2 / 2.8 eV
Highest occupied orbital energy (alpha / beta) = -3.096 / -3.590 eV

***

No. 2
DFT (wB97M-V/def2-TZVPD) results for a molecular structure, C44H112AsF6N6O8 in a non-equilibrium geometry.

Last column: Löwdin charge in e.
Geometry (Å):
1 C -14.887 -6.466 10.597  -0.0754
2 O -15.427 -7.046 11.769  -0.2242
3 C -16.752 -7.664 11.673  -0.1530
4 C -17.081 -8.239 13.029  -0.1176
5 N -16.070 -9.300 13.337  0.1081
6 H -16.095 -10.095 12.714  0.1799
7 H -15.166 -8.876 13.179  0.1496
8 C -16.167 -9.798 14.843  -0.0330
9 C -17.533 -10.360 15.213  -0.2047
10 O -18.057 -11.202 14.166  -0.1754
11 C -19.494 -11.364 14.246  -0.0661
12 H -15.355 -5.512 10.352  0.1006
13 H -14.909 -7.115 9.722  0.0969
14 H -13.813 -6.489 10.779  0.0982
15 H -16.945 -8.322 10.826  0.1450
16 H -17.542 -6.914 11.634  0.1231
17 H -18.072 -8.692 13.065  0.1219
18 H -17.081 -7.530 13.856  0.1204
19 H -15.896 -9.007 15.541  0.1010
20 H -15.423 -10.593 14.886  0.1386
21 H -18.180 -9.525 15.485  0.1021
22 H -17.503 -10.901 16.158  0.1433
23 H -19.842 -12.002 13.434  0.0904
24 H -19.974 -10.391 14.143  0.0647
25 H -19.776 -11.796 15.207  0.1003
26 C -27.911 -9.838 6.315  -0.0522
27 O -26.563 -9.865 6.835  -0.1819
28 C -25.663 -9.559 5.802  -0.2384
29 C -24.261 -9.755 6.267  -0.0556
30 N -24.143 -11.150 6.945  0.0746
31 H -24.679 -11.151 7.801  0.1561
32 H -24.558 -11.866 6.366  0.1824
33 C -22.725 -11.545 7.343  -0.0688
34 C -21.984 -10.581 8.228  -0.1995
35 O -22.794 -10.125 9.297  -0.2016
36 C -22.280 -9.239 10.268  -0.0983
37 H -28.071 -9.011 5.624  0.1000
38 H -28.656 -9.881 7.110  0.0975
39 H -28.096 -10.779 5.796  0.0964
40 H -25.783 -8.494 5.604  0.1408
41 H -25.770 -10.074 4.848  0.1444
42 H -23.813 -8.931 6.824  0.1375
43 H -23.480 -10.019 5.555  0.1355
44 H -22.267 -11.592 6.355  0.1415
45 H -22.801 -12.523 7.818  0.1447
46 H -21.636 -9.727 7.646  0.1275
47 H -21.128 -11.059 8.704  0.1395
48 H -21.454 -9.634 10.859  0.0781
49 H -23.125 -8.985 10.909  0.0829
50 H -21.834 -8.390 9.750  0.0901
51 C -27.507 -9.957 16.040  -0.0657
52 C -26.044 -10.342 15.921  -0.1571
53 N -25.629 -10.861 14.528  -0.2155
54 C -26.400 -12.161 14.280  0.0392
55 C -25.965 -9.868 13.352  -0.0921
56 C -25.633 -8.336 13.585  -0.0481
57 C -24.034 -11.127 14.668  -0.0379
58 C -23.294 -11.198 13.366  -0.2141
59 O -23.643 -12.208 12.388  -0.1764
60 C -23.121 -13.466 12.743  -0.0946
61 H -28.340 -10.555 15.669  0.0900
62 H -27.784 -8.952 15.725  0.0770
63 H -27.779 -9.848 17.089  0.0979
64 H -25.797 -11.181 16.571  0.1316
65 H -25.443 -9.466 16.169  0.1236
66 H -25.926 -12.458 13.345  0.0951
67 H -27.470 -12.011 14.135  0.1109
68 H -26.077 -12.869 15.044  0.1163
69 H -27.042 -9.985 13.231  0.1241
70 H -25.449 -10.222 12.459  0.1100
71 H -26.307 -7.904 14.325  0.0560
72 H -25.572 -7.722 12.687  0.0873
73 H -24.723 -8.127 14.148  0.0592
74 H -23.917 -12.017 15.285  0.1357
75 H -23.545 -10.302 15.186  0.1283
76 H -22.241 -11.284 13.631  0.1039
77 H -23.360 -10.229 12.870  0.0927
78 H -23.806 -13.824 13.511  0.0818
79 H -22.155 -13.471 13.247  0.0860
80 H -23.113 -14.260 11.996  0.1049
81 C -12.158 -8.275 18.525  -0.0625
82 C -13.136 -8.012 17.403  -0.1472
83 N -13.483 -6.500 17.053  -0.2225
84 C -12.185 -5.661 17.149  0.0334
85 C -14.115 -6.351 15.661  -0.1249
86 C -13.130 -6.400 14.384  -0.0127
87 C -14.440 -5.940 18.191  -0.0312
88 C -15.898 -6.458 18.286  -0.1384
89 O -16.591 -6.395 17.014  -0.2310
90 C -17.824 -6.960 17.117  -0.1482
91 H -11.157 -7.860 18.414  0.0979
92 H -11.987 -9.350 18.467  0.1056
93 H -12.658 -8.104 19.479  0.0925
94 H -14.047 -8.578 17.595  0.1217
95 H -12.597 -8.485 16.582  0.1259
96 H -11.466 -6.165 16.503  0.1113
97 H -11.828 -5.733 18.176  0.1022
98 H -12.360 -4.601 16.969  0.1195
99 H -14.652 -5.407 15.749  0.1097
100 H -14.836 -7.168 15.667  0.0798
101 H -12.563 -5.488 14.204  0.0867
102 H -13.751 -6.725 13.550  0.0480
103 H -12.296 -7.085 14.540  0.0738
104 H -14.461 -4.854 18.093  0.1318
105 H -13.818 -6.146 19.062  0.1311
106 H -16.377 -5.799 19.010  0.1297
107 H -16.044 -7.457 18.698  0.1296
108 H -17.835 -7.990 17.472  0.0951
109 H -18.241 -7.014 16.111  0.0682
110 H -18.523 -6.460 17.788  0.1046
111 C -23.627 -3.158 9.586  -0.0330
112 C -23.188 -3.216 11.115  -0.1301
113 N -23.333 -1.886 11.909  -0.2350
114 C -22.435 -0.906 11.082  0.0309
115 C -24.734 -1.332 11.739  -0.1465
116 C -24.871 0.054 12.458  -0.0432
117 C -22.879 -2.051 13.383  -0.0439
118 C -23.930 -2.652 14.355  -0.1865
119 O -24.446 -3.888 13.882  -0.1971
120 C -24.992 -4.689 14.961  -0.0559
121 H -23.232 -2.375 8.939  0.0752
122 H -24.706 -3.005 9.604  0.0733
123 H -23.371 -4.094 9.089  0.0833
124 H -22.136 -3.481 11.221  0.1033
125 H -23.729 -3.980 11.674  0.1068
126 H -22.228 -0.032 11.700  0.0997
127 H -22.918 -0.654 10.138  0.1046
128 H -21.473 -1.384 10.899  0.1046
129 H -25.344 -2.080 12.245  0.1245
130 H -25.078 -1.196 10.714  0.1298
131 H -24.564 0.089 13.503  0.0747
132 H -25.928 0.320 12.493  0.0937
133 H -24.644 0.873 11.776  0.0904
134 H -22.607 -1.025 13.632  0.1093
135 H -21.996 -2.688 13.341  0.1172
136 H -24.783 -1.989 14.500  0.1249
137 H -23.492 -2.709 15.351  0.1246
138 H -25.714 -4.157 15.580  0.1020
139 H -24.179 -5.077 15.576  0.0739
140 H -25.439 -5.614 14.596  0.0707
141 C -17.594 -4.246 13.916  -0.0565
142 C -17.324 -3.526 15.237  -0.1330
143 N -18.616 -2.754 15.773  -0.1957
144 C -19.778 -3.736 15.971  0.0458
145 C -18.249 -2.097 17.150  -0.1498
146 C -17.983 -2.998 18.337  -0.0538
147 C -18.929 -1.585 14.785  -0.0418
148 C -19.875 -0.455 15.313  -0.1986
149 O -21.094 -0.927 15.807  -0.2350
150 C -21.812 -0.061 16.660  -0.0586
151 H -18.375 -5.002 14.000  0.0454
152 H -16.614 -4.704 13.778  0.0784
153 H -17.762 -3.601 13.053  0.0900
154 H -16.532 -2.804 15.034  0.1291
155 H -16.957 -4.246 15.969  0.0897
156 H -19.325 -4.699 16.206  0.0880
157 H -20.382 -3.781 15.064  0.0827
158 H -20.351 -3.186 16.718  0.1023
159 H -19.110 -1.510 17.470  0.1190
160 H -17.357 -1.479 17.046  0.1410
161 H -18.938 -3.453 18.602  0.0880
162 H -17.611 -2.546 19.257  0.1065
163 H -17.173 -3.693 18.114  0.0544
164 H -19.214 -1.999 13.818  0.1191
165 H -17.934 -1.204 14.555  0.1331
166 H -20.070 0.160 14.434  0.1302
167 H -19.347 0.248 15.958  0.1330
168 H -22.214 0.688 15.978  0.1036
169 H -21.275 0.312 17.532  0.1031
170 H -22.592 -0.670 17.118  0.0964
171 As -21.196 -6.814 13.283  0.9537
172 F -19.722 -6.994 14.297  -0.2923
173 F -21.735 -8.469 13.789  -0.2821
174 F -22.644 -6.558 12.256  -0.2708
175 F -20.544 -5.173 12.768  -0.3070
176 F -20.404 -7.551 11.877  -0.2663
177 F -22.063 -6.005 14.653  -0.2753

Output
Orbital gap = 9.551 eV
Energy = -149859.1158 eV
Net charge = +5
LUMO energy = -8.9 eV
Highest occupied orbital energy = -18.420 eV

***

No. 3
DFT (wB97M-V/def2-TZVPD) results for 2 unconnected molecules or ions with the total composition C4H11N3O in a non-equilibrium geometry.

Last column: natural (NBO) charge in e.
Geometry (Å):
1 C -2.685 -0.708 0.796  -0.6911
2 C -1.317 -0.096 0.798  0.3830
3 N -0.764 0.168 2.026  -0.8063
4 N -0.613 0.163 -0.234  -0.2406
5 O -1.184 -0.219 -1.465  -0.5853
6 H -2.784 -1.358 -0.079  0.2530
7 H -3.438 0.082 0.713  0.2325
8 H -2.858 -1.266 1.709  0.2208
9 H 0.069 0.738 2.002  0.3884
10 H -1.409 0.387 2.767  0.3819
11 H -0.427 -0.221 -2.066  0.4771
12 H 2.258 -1.458 0.705  0.3382
13 N 2.281 -1.080 -0.240  -0.6483
14 C 2.144 0.162 -0.334  0.1788
15 C 2.166 0.831 -1.663  -0.6863
16 H 2.036 0.851 0.517  0.1326
17 H 1.265 1.429 -1.781  0.2249
18 H 3.020 1.504 -1.718  0.2237
19 H 2.240 0.091 -2.455  0.2232

Output
Orbital gap = 9.494 eV
Energy = -10842.2694 eV
Net charge = 0
Energy above the lowest of the compared OMol25 structures with the same formula, charge and spin = 2.942 eV
LUMO energy = 0.9 eV
Highest occupied orbital energy = -8.572 eV
SMILES string = C/C(N)=N\O.[H]/N=C/C